{
  "formula": "C9H9O2S",
  "method": "ωB97M-V with the def2-TZVPD basis set",
  "symbols": ["C", "C", "C", "C", "C", "C", "C", "C", "C", "O", "O", "S", "H", "H", "H", "H", "H", "H", "H", "H", "H"],
  "positions_angstrom": [[1.6424, -2.1814, -0.5883], [1.1654, -2.2152, 0.7475], [0.7644, -1.6509, -1.5173], [0.1424, -1.4141, 1.1137], [-0.3316, -0.8726, -1.1288], [-0.5945, -0.5820, 0.2292], [-1.0450, 3.3144, 0.4113], [-1.1656, 2.2050, -0.3901], [-1.5950, 0.3258, 0.6827], [-3.2170, -0.8852, -1.1144], [-3.6935, -1.1006, 1.2717], [-3.3389, -0.1677, 0.1723], [2.5432, -2.8150, -0.8020], [1.6567, -2.6803, 1.5932], [0.8897, -1.7253, -2.6580], [-0.2112, -1.4738, 2.1056], [-0.9655, -0.5703, -1.9877], [-0.7932, 4.2643, -0.1406], [-1.4755, 3.4702, 1.4035], [-0.9007, 2.2740, -1.4991], [-1.6545, 0.7111, 1.7517]],
  "forces_ev_per_a": [[0.114, -1.979, 0.958], [1.496, 0.474, -0.758], [0.263, 0.520, -1.703], [-1.746, 1.268, -0.472], [-0.357, 0.180, -0.659], [1.858, -1.805, -0.732], [-0.817, -0.608, -2.798], [-0.011, -0.501, 2.668], [-0.516, 3.646, -1.079], [0.552, -0.064, -0.422], [0.368, -0.221, 0.531], [-1.451, 0.830, 0.000], [-0.942, 0.880, -0.243], [0.393, -0.486, -0.431], [0.183, -0.131, 1.948], [-0.181, 0.243, 1.213], [0.253, 0.369, 1.188], [-0.083, -0.807, 0.734], [0.508, -0.568, -0.103], [-0.327, -0.588, 1.655], [0.442, -0.651, -1.497]],
  "de_lowest_kj_mol": 256.4,
  "homo_energy_ev": -3.40,
  "orbital_gap_ev": 7.0,
  "total_energy_ev": -24406.1429,
  "charge": -1
}